[1]
{"formula": "C19H18AsF6O11V", "method": "ωB97M-V/def2-TZVPD", "total_charge": -2, "lumo_ev": 3.464, "e_homo_ev": -2.71, "energy_ev": -145356.3682, "molar_mass_g_mol": 662.20, "gap_ev": 6.2, "largest_force_ev_per_a": 3.17, "symbols": ["As", "V", "F", "F", "F", "F", "F", "F", "O", "O", "O", "O", "O", "O", "O", "O", "O", "O", "O", "C", "C", "C", "C", "C", "C", "C", "C", "C", "C", "C", "C", "C", "C", "C", "C", "C", "C", "C", "H", "H", "H", "H", "H", "H", "H", "H", "H", "H", "H", "H", "H", "H", "H", "H", "H", "H"], "positions_angstrom": [[-3.899, -2.385, -2.076], [-1.299, -0.269, -0.093], [-5.209, -3.058, -3.034], [-2.785, -3.226, -3.101], [-5.111, -1.606, -1.051], [-2.626, -1.604, -1.117], [-3.812, -3.702, -0.935], [-3.890, -0.963, -3.073], [2.073, -7.027, -1.846], [-0.591, 1.009, -3.758], [2.697, 1.718, 5.519], [-0.235, -0.467, -2.083], [0.710, 4.984, 4.030], [-0.822, -1.629, 0.557], [0.351, -2.250, -3.989], [0.584, 1.047, 0.476], [-1.522, 3.767, -0.869], [-2.199, 0.500, 0.992], [-1.649, 1.165, -1.799], [-1.361, 3.346, 1.493], [0.590, 0.517, 2.806], [-0.134, 5.141, 0.502], [2.121, 1.651, 4.279], [1.037, 0.806, 4.087], [-0.767, 3.600, 2.726], [1.328, -4.363, -4.323], [1.169, 1.153, 1.713], [1.632, -5.866, -2.448], [-0.788, 0.608, -2.587], [-1.012, 4.062, 0.337], [1.796, -5.576, -3.788], [0.748, -3.431, -3.468], [0.118, 4.654, 2.820], [1.020, -4.915, -1.615], [2.603, 2.394, 3.202], [0.612, -3.715, -2.118], [0.382, 5.491, 1.741], [2.188, 2.077, 1.922], [0.596, 0.340, 4.959], [1.175, 1.394, -0.205], [-1.557, 2.789, -0.973], [1.543, -4.153, -5.360], [3.546, 2.162, 5.468], [1.094, -5.160, -0.561], [0.869, 4.229, 4.598], [-0.195, -0.199, 2.602], [0.900, 6.425, 1.907], [0.029, 5.798, -0.347], [-1.017, 3.066, 3.634], [2.317, -7.688, -2.498], [-2.109, 2.573, 1.355], [2.693, 2.639, 1.143], [3.449, 3.064, 3.317], [0.082, -1.656, -3.216], [2.320, -6.261, -4.450], [0.217, -3.001, -1.403]]}

---

[2]
{"formula": "C14H18IN3Pt", "method": "ωB97M-V/def2-TZVPD", "total_charge": 2, "multiplicity": 5, "lumo_ev": [-7.108, -10.499], "e_homo_ev": [-14.59, -16.27], "relative_energy_kj_mol": 48.1, "energy_ev": -30605.8052, "molar_mass_g_mol": 550.30, "gap_ev": [7.5, 5.8], "largest_force_ev_per_a": 4.19, "symbols": ["Pt", "I", "N", "N", "N", "C", "C", "C", "C", "C", "C", "C", "C", "C", "C", "C", "C", "C", "C", "H", "H", "H", "H", "H", "H", "H", "H", "H", "H", "H", "H", "H", "H", "H", "H", "H", "H"], "positions_angstrom": [[0.185, -0.658, -0.926], [-1.969, 0.167, -2.261], [0.181, 0.503, 1.755], [0.189, 0.818, 0.463], [-0.705, -1.416, 0.819], [0.326, -2.629, -2.091], [-1.581, -2.449, 0.851], [0.050, 4.973, 0.016], [-0.836, -1.193, 3.217], [0.240, 2.203, 0.237], [0.275, 4.377, 1.270], [0.950, -1.716, -3.188], [-0.415, -0.719, 1.951], [-2.095, -2.887, 2.064], [0.370, 2.993, 1.383], [-1.712, -2.261, 3.269], [2.109, -0.993, -0.413], [0.091, 2.789, -1.029], [-0.053, 4.169, -1.125], [-0.227, 4.628, -2.095], [1.690, -2.318, -3.738], [2.721, -1.256, -1.278], [1.050, -3.164, -1.480], [0.020, 2.159, -1.918], [-0.030, 6.060, -0.063], [-2.797, -3.718, 2.052], [0.525, 2.490, 2.342], [-2.087, -2.620, 4.228], [-0.464, -0.630, 4.067], [-1.863, -2.862, -0.125], [2.530, -0.121, 0.095], [0.203, -1.391, -3.913], [2.047, -1.843, 0.273], [1.515, -0.844, -2.820], [0.372, 4.954, 2.190], [-0.509, -2.240, -1.443], [-0.294, -3.355, -2.639]]}

---

[3]
{"formula": "C5H6O2", "method": "ωB97M-V/def2-TZVPD", "total_charge": 0, "lumo_ev": 0.168, "e_homo_ev": -8.88, "relative_energy_kj_mol": 506.1, "energy_ev": -9371.8503, "molar_mass_g_mol": 98.10, "gap_ev": 9.1, "largest_force_ev_per_a": 4.60, "symbols": ["O", "O", "C", "C", "C", "C", "C", "H", "H", "H", "H", "H", "H"], "positions_angstrom": [[-0.894, -0.325, 1.303], [1.567, -1.354, -0.853], [0.570, -1.579, -0.181], [0.817, 1.020, 0.068], [-0.700, -0.723, -0.067], [-0.540, 0.722, -0.549], [-0.500, 0.996, 0.902], [0.539, -2.546, 0.313], [-1.027, 1.190, -1.393], [-1.541, -1.338, -0.410], [1.163, 2.054, 0.028], [1.511, 0.063, -0.625], [-0.963, 1.820, 1.463]]}

---

[4]
{"formula": "C5H14O", "method": "ωB97M-V/def2-TZVPD", "total_charge": 0, "lumo_ev": 0.757, "e_homo_ev": -9.77, "relative_energy_kj_mol": 484.0, "energy_ev": -7454.7694, "molar_mass_g_mol": 90.17, "gap_ev": 10.5, "largest_force_ev_per_a": 5.81, "symbols": ["O", "C", "C", "C", "C", "C", "H", "H", "H", "H", "H", "H", "H", "H", "H", "H", "H", "H", "H", "H"], "positions_angstrom": [[-4.693, -0.617, 2.274], [1.390, 0.651, -1.767], [1.851, -0.905, 0.406], [0.374, 1.438, 0.331], [0.787, 0.039, -0.358], [-0.461, -0.622, -0.680], [-0.410, 1.807, -0.306], [0.644, 0.901, -2.497], [-4.676, -1.542, 1.967], [-1.391, -0.212, 0.224], [-4.593, -0.570, 3.194], [-0.632, 0.182, -1.789], [1.244, 2.074, 0.115], [2.074, 1.577, -1.601], [2.238, -0.084, -2.240], [-0.378, -1.958, -0.646], [0.239, 1.143, 1.485], [2.847, -0.424, 0.499], [1.379, -1.126, 1.398], [2.167, -1.753, -0.010]]}

---

[5]
{"formula": "C5H11N2", "method": "ωB97M-V/def2-TZVPD", "smiles": "C=N/C=C\\CC[NH3+]", "total_charge": 1, "lumo_ev": -4.216, "e_homo_ev": -11.61, "relative_energy_kj_mol": 434.6, "energy_ev": -8332.6148, "molar_mass_g_mol": 99.16, "gap_ev": 7.4, "largest_force_ev_per_a": 3.99, "symbols": ["N", "N", "C", "C", "C", "C", "C", "H", "H", "H", "H", "H", "H", "H", "H", "H", "H", "H"], "positions_angstrom": [[1.768, 0.979, -0.652], [-1.905, 0.893, 0.059], [1.295, -0.338, -0.946], [-1.771, -0.412, 0.874], [-0.407, -1.221, 0.750], [3.049, 1.102, -0.615], [0.055, -0.842, -0.630], [3.556, 0.246, -0.155], [0.378, -0.840, 1.488], [3.520, 2.066, -0.476], [-2.449, 1.403, 0.759], [-0.540, -1.235, -1.463], [-2.684, -0.951, 0.734], [-0.784, -2.252, 0.779], [-1.021, 1.440, 0.035], [-2.260, 0.920, -0.895], [1.953, -0.954, -1.531], [-1.752, -0.005, 1.884]]}

---

[6]
{"formula": "C43H49BClF6NO4PS", "method": "ωB97M-V/def2-TZVPD", "total_charge": -1, "lumo_ev": 2.017, "e_homo_ev": -3.59, "energy_ev": -104696.0932, "molar_mass_g_mol": 867.16, "gap_ev": 5.6, "largest_force_ev_per_a": 0.31, "symbols": ["Cl", "S", "P", "F", "F", "F", "F", "F", "F", "O", "O", "O", "O", "N", "C", "C", "C", "C", "C", "C", "C", "C", "C", "C", "C", "C", "C", "C", "C", "C", "C", "C", "C", "C", "C", "C", "C", "C", "C", "C", "C", "C", "C", "C", "C", "C", "C", "C", "C", "C", "C", "C", "C", "C", "C", "C", "C", "B", "H", "H", "H", "H", "H", "H", "H", "H", "H", "H", "H", "H", "H", "H", "H", "H", "H", "H", "H", "H", "H", "H", "H", "H", "H", "H", "H", "H", "H", "H", "H", "H", "H", "H", "H", "H", "H", "H", "H", "H", "H", "H", "H", "H", "H", "H", "H", "H", "H"], "positions_angstrom": [[5.815, 3.199, -2.546], [4.176, 1.992, -2.256], [3.037, 2.896, 4.971], [3.637, -2.938, -8.402], [-0.403, -2.516, 0.904], [-5.830, -7.363, 1.273], [-2.502, -5.146, -3.063], [-1.233, 7.505, 2.847], [-0.653, 3.113, 3.290], [3.114, 2.590, -3.007], [4.598, 0.660, -2.557], [2.083, 4.084, 4.220], [4.539, 3.479, 4.462], [0.926, -2.861, 3.859], [-6.163, -6.871, 0.059], [3.430, 0.024, 4.430], [-1.839, 8.125, -0.652], [-2.385, -1.275, -4.396], [4.847, 1.454, 0.373], [-1.881, -2.911, -2.699], [3.058, 1.639, 2.224], [4.055, -1.770, -6.402], [3.871, 2.195, -0.528], [1.345, -1.479, 4.182], [-1.032, 7.893, 1.569], [-0.619, 8.667, -1.030], [-0.446, -3.811, 0.538], [3.536, 0.579, -6.298], [-5.557, -5.692, -1.912], [4.537, 1.759, 1.848], [-3.379, 2.612, 5.588], [-2.974, -2.260, -5.176], [-3.806, 3.921, 5.766], [0.463, -4.267, -0.397], [-2.466, -3.867, -3.503], [-7.447, -7.072, -0.406], [-7.781, -6.564, -1.655], [-5.207, -6.190, -0.666], [-1.842, -1.602, -3.161], [0.404, -5.599, -0.780], [-3.020, -3.576, -4.733], [-2.077, 4.693, 4.273], [-0.551, -6.447, -0.235], [-2.308, 2.326, 4.753], [3.123, -0.645, -8.334], [-1.401, -4.632, 1.105], [3.093, 0.541, -7.613], [-3.153, 4.956, 5.110], [-6.840, -5.876, -2.409], [0.393, 8.814, -0.090], [-1.687, 3.379, 4.111], [2.850, -1.344, 4.036], [0.194, 8.426, 1.227], [-1.447, -5.961, 0.707], [3.604, -1.776, -7.706], [-2.058, 7.729, 0.661], [4.020, -0.575, -5.697], [2.710, 1.358, 3.803], [-3.879, 1.803, 6.106], [1.338, -3.087, 2.958], [3.885, 3.271, -0.348], [-2.084, -4.231, 1.842], [0.860, -0.741, 3.537], [-8.160, -7.613, 0.202], [-2.994, 7.294, 0.981], [-4.640, 4.135, 6.422], [-8.783, -6.709, -2.036], [4.786, 0.383, 0.171], [3.310, -2.144, 4.631], [-0.594, -7.483, -0.541], [-1.471, -3.192, -1.740], [4.492, 0.000, 4.151], [-0.453, 8.966, -2.056], [-7.106, -5.484, -3.382], [-1.946, 1.319, 4.599], [3.511, 1.504, -5.736], [4.892, 2.767, 2.079], [2.539, 2.559, 1.920], [2.600, 0.831, 1.627], [-1.382, -0.838, -2.548], [-4.816, -5.160, -2.492], [3.432, 0.084, 5.528], [-2.628, 8.002, -1.382], [2.783, -0.703, -9.359], [4.780, 4.216, 5.023], [0.968, 8.516, 1.976], [2.842, 1.842, -0.432], [4.375, -0.537, -4.676], [1.109, -5.972, -1.511], [-3.399, -2.008, -6.139], [1.193, -3.584, -0.812], [-4.212, -6.053, -0.263], [-1.542, 5.477, 3.759], [-2.186, -6.621, 1.144], [-3.475, 5.980, 5.252], [5.138, 1.083, 2.460], [-3.464, -4.365, -5.325], [3.104, -1.569, 2.989], [1.481, 1.299, 3.904], [5.860, 1.786, 0.127], [4.424, -2.685, -5.957], [1.050, -1.254, 5.211], [2.717, 1.440, -8.084], [1.347, 3.640, 3.787], [-2.348, -0.253, -4.749], [-0.075, -2.865, 3.689], [1.350, 9.224, -0.384]]}